[1]
DFT (the ωB97M-V functional and the def2-TZVPD basis) results for a cluster of 2 separate species, C7H14N2 in total in a non-equilibrium geometry.

Structure (XYZ):
```
23
Properties=species:S:1:pos:R:3
C -2.614 -0.752 -1.633
C -1.173 -1.213 -1.911
C -2.651 0.384 -0.611
H -3.092 -0.418 -2.558
H -3.193 -1.595 -1.300
H -0.825 -1.255 -2.940
H -2.066 0.105 0.268
H -1.121 -2.238 -1.529
H -0.364 -0.686 -1.398
H -2.157 1.250 -1.048
H -3.659 0.675 -0.321
C 3.145 1.691 0.448
C 0.483 0.256 2.350
C 2.157 0.817 1.151
C 2.047 -0.541 1.032
N 1.158 1.302 1.950
N 0.963 -0.890 1.793
H -0.491 0.327 2.799
H 0.622 -1.780 2.116
H 2.615 -1.255 0.465
H 3.403 2.586 1.021
H 2.734 2.035 -0.501
H 4.078 1.195 0.358
```

Computed properties:
* SMILES: Cc1c[nH]cn1.CCC
* relative energy (zero: lowest compared OMol25 entry of this formula, charge and spin): 8.5 kcal per mole
* E_LUMO: 0.86 eV
* charge: 0

[2]
DFT (the ωB97M-V functional and the def2-TZVPD basis) results for a cluster of 2 separate species, C8H11ISi in total.

Structure (XYZ):
```
21
Properties=species:S:1:pos:R:3
C 3.399 1.657 -0.515
C 2.497 1.618 -1.562
C 3.009 2.106 0.736
C 1.180 2.035 -1.363
C 1.695 2.515 0.945
C 0.835 2.469 -0.116
C -3.152 -2.377 -0.885
C -1.317 -0.725 1.103
Si -2.405 -0.672 -0.461
I -4.283 0.941 -0.085
H 4.420 1.337 -0.671
H 2.800 1.267 -2.538
H 3.717 2.135 1.552
H 0.474 2.008 -2.180
H 1.377 2.851 1.920
H -2.978 -2.654 -1.921
H -2.711 -3.150 -0.258
H -4.225 -2.379 -0.718
H -1.410 0.196 1.672
H -1.614 -1.553 1.745
H -0.266 -0.849 0.857
```

Computed properties:
* relative energy (zero: lowest compared OMol25 entry of this formula, charge and spin): 27.3 kcal per mole
* E_LUMO (spin up / spin down): -0.91 / -0.39 eV
* charge: 0

[3]
DFT (the ωB97M-V functional and the def2-TZVPD basis) results for a cluster of 10 separate species, C10H40O10 in total in a non-equilibrium geometry.

Structure (XYZ):
```
60
Properties=species:S:1:pos:R:3
C 1.377 1.724 -4.371
O 1.825 1.892 -3.022
H 2.261 1.468 -4.959
H 0.522 1.063 -4.485
H 1.134 2.732 -4.704
H 2.209 1.081 -2.679
C -3.114 -0.901 -2.759
O -1.728 -0.761 -2.470
H -3.203 -1.924 -3.117
H -3.668 -0.615 -1.863
H -3.421 -0.209 -3.552
H -1.557 0.041 -1.960
C -3.457 -1.281 1.822
O -2.689 -2.227 2.565
H -4.350 -1.070 2.423
H -2.948 -0.319 1.719
H -3.756 -1.690 0.860
H -2.007 -1.739 3.040
C 0.689 -2.822 -4.070
O 0.239 -2.542 -2.758
H 1.456 -3.602 -4.026
H -0.118 -3.287 -4.654
H 1.125 -1.929 -4.532
H -0.466 -1.853 -2.841
C -2.604 2.405 3.162
O -1.705 2.349 2.044
H -3.511 2.933 2.865
H -2.864 1.404 3.508
H -2.113 2.906 3.997
H -0.985 2.951 2.241
C 3.515 -1.487 1.762
O 2.511 -0.821 2.475
H 3.126 -2.452 1.418
H 3.869 -0.900 0.905
H 4.413 -1.704 2.343
H 1.651 -0.784 2.013
C 5.160 2.002 0.691
O 6.422 2.424 0.134
H 4.988 2.558 1.607
H 4.346 2.102 -0.028
H 5.286 0.945 0.939
H 6.689 1.706 -0.445
C -3.074 2.677 -1.696
O -2.389 1.653 -0.981
H -3.158 2.355 -2.730
H -4.021 2.960 -1.226
H -2.506 3.612 -1.602
H -2.620 1.720 -0.048
C 0.651 0.647 0.061
O 0.203 -0.199 1.144
H 0.088 0.210 -0.756
H 0.373 1.678 0.273
H 1.725 0.661 -0.113
H -0.485 0.277 1.623
C 0.408 -3.046 3.913
O -0.478 -2.368 4.791
H 0.304 -2.555 2.944
H 1.471 -3.024 4.155
H 0.107 -4.092 3.835
H -1.149 -2.935 5.171
```

Computed properties:
* SMILES: CO.CO.CO.CO.CO.CO.CO.CO.CO.CO
* relative energy (zero: lowest compared OMol25 entry of this formula, charge and spin): 100.7 kcal per mole
* E_LUMO: 0.22 eV
* charge: 0

[4]
DFT (the ωB97M-V functional and the def2-TZVPD basis) results for a structure of composition C3H4N2OS in a non-equilibrium geometry.

Structure (XYZ):
```
11
Properties=species:S:1:pos:R:3
C 0.351 0.966 -0.643
C 0.455 0.910 0.683
C 0.504 -1.204 -0.039
N -0.133 -0.316 -1.055
N 0.075 -0.427 1.115
O -2.288 0.750 -0.018
S -1.526 -0.431 0.031
H 0.363 1.733 -1.346
H 0.708 1.466 1.661
H 0.013 -2.092 -0.083
H 1.478 -1.354 -0.307
```

Computed properties:
* relative energy (zero: lowest compared OMol25 entry of this formula, charge and spin): 112.2 kcal per mole
* E_LUMO: 0.17 eV
* charge: 0

[5]
DFT (the ωB97M-V functional and the def2-TZVPD basis) results for a cluster of 2 separate species, C3H7NO3 in total in a non-equilibrium geometry.

Structure (XYZ):
```
14
Properties=species:S:1:pos:R:3
O 2.577 0.064 0.734
C 1.490 0.192 0.097
N 1.564 0.678 -1.125
C 0.373 0.969 -1.923
O 0.296 0.592 -3.035
C 0.248 -0.128 0.824
H 2.499 0.656 -1.558
H -0.366 1.600 -1.412
H 0.005 0.598 1.596
H -0.632 -0.232 0.183
H 0.282 -1.118 1.292
H -2.453 -1.751 2.014
H -3.336 -1.125 0.891
O -2.547 -0.995 1.422
```

Computed properties:
* relative energy (zero: lowest compared OMol25 entry of this formula, charge and spin): 22.5 kcal per mole
* E_LUMO (spin up / spin down): -5.06 / -9.14 eV
* 2S+1: 2
* charge: +1

[6]
DFT (the ωB97M-V functional and the def2-TZVPD basis) results for the molecule C2H5NO2S2 in a non-equilibrium geometry.

Structure (XYZ):
```
12
Properties=species:S:1:pos:R:3
C 0.283 -1.969 0.653
C -0.693 2.151 -0.691
N -0.792 -2.044 1.203
O 0.466 -0.386 -1.522
O 2.232 -0.225 0.215
S -0.244 1.218 0.805
S 0.784 -0.367 -0.125
H 1.137 -2.550 0.753
H -1.677 2.021 -0.926
H 0.090 1.883 -1.446
H -0.738 3.258 -0.523
H -0.849 -2.991 1.606
```

Computed properties:
* SMILES: [H]/N=C/S(=O)(=O)SC
* relative energy (zero: lowest compared OMol25 entry of this formula, charge and spin): 51.2 kcal per mole
* E_LUMO: 0.19 eV
* charge: 0

[7]
DFT (the ωB97M-V functional and the def2-TZVPD basis) results for a structure of composition C25H58N2O2RhSi3 in a non-equilibrium geometry.

Structure (XYZ):
```
91
Properties=species:S:1:pos:R:3
O -2.154 -3.115 -3.454
O -2.820 -1.211 -4.667
C -0.679 -3.027 -3.512
C -0.048 -4.321 -3.052
H -0.361 -2.182 -2.878
H -0.426 -2.807 -4.549
H 0.081 -4.311 -1.963
H 0.946 -4.387 -3.501
H -0.608 -5.221 -3.348
C -2.659 -2.948 -2.065
C -4.126 -3.281 -2.071
H -2.490 -1.895 -1.792
H -2.039 -3.612 -1.461
H -4.732 -2.455 -2.468
H -4.417 -3.452 -1.033
H -4.350 -4.202 -2.621
C -3.576 -0.011 -4.406
C -2.420 -1.365 -6.053
C -3.867 0.205 -2.952
H -4.499 -0.056 -5.001
H -2.973 0.806 -4.816
H -4.527 -0.553 -2.528
H -4.396 1.160 -2.890
H -2.941 0.273 -2.374
C -3.124 -2.535 -6.669
H -1.333 -1.469 -6.041
H -2.641 -0.430 -6.578
H -2.960 -3.450 -6.092
H -2.756 -2.689 -7.688
H -4.190 -2.310 -6.722
H -2.588 -2.328 -4.012
Rh 1.503 1.397 -0.507
C 0.434 1.122 -2.019
Si 1.030 1.907 -3.637
H -0.592 1.460 -1.788
H 0.327 0.026 -2.154
C 1.833 0.528 -4.601
C 2.109 3.384 -3.241
C -0.510 2.409 -4.581
C 3.010 0.533 -1.268
Si 4.250 1.260 -0.033
H 3.260 0.798 -2.310
H 2.892 -0.566 -1.214
C 5.178 2.554 -1.032
C 5.366 -0.141 0.534
C 3.459 2.068 1.480
H -0.290 3.270 -5.232
H -1.343 2.662 -3.912
H -0.827 1.567 -5.214
H 2.488 -0.105 -3.997
H 2.399 0.942 -5.446
H 1.032 -0.105 -5.007
H 2.314 3.463 -2.166
H 1.609 4.314 -3.546
H 3.078 3.355 -3.763
H 5.670 -0.768 -0.315
H 4.869 -0.783 1.274
H 6.278 0.263 0.997
H 3.203 1.326 2.246
H 2.551 2.669 1.290
H 4.228 2.734 1.894
H 6.188 2.697 -0.623
H 4.668 3.527 -1.019
H 5.284 2.239 -2.078
C 1.729 -1.977 0.821
C 0.804 -1.004 1.485
C 0.046 -1.350 2.605
C -0.889 -0.463 3.140
C -1.098 0.775 2.542
C -0.249 1.132 1.472
N 0.675 0.241 1.009
N -0.146 2.248 0.747
Si -1.090 3.744 0.628
C -2.909 3.371 0.834
C -0.390 4.823 1.977
C -0.865 4.501 -1.071
H 1.405 -2.210 -0.200
H 2.760 -1.615 0.788
H 1.714 -2.912 1.392
H 0.223 -2.347 3.036
H -1.455 -0.740 4.037
H -1.860 1.484 2.855
H -3.149 2.960 1.823
H -3.475 4.306 0.708
H -3.265 2.660 0.074
H 0.644 5.104 1.733
H -0.977 5.743 2.114
H -0.379 4.273 2.929
H 0.148 4.906 -1.195
H -1.053 3.791 -1.889
H -1.579 5.334 -1.183
```

Computed properties:
* relative energy (zero: lowest compared OMol25 entry of this formula, charge and spin): 50.3 kcal per mole
* E_LUMO (spin up / spin down): -1.93 / -4.37 eV
* 2S+1: 5
* charge: +1

[8]
DFT (the ωB97M-V functional and the def2-TZVPD basis) results for a structure of composition C22H41FInN2O4P.

Structure (XYZ):
```
72
Properties=species:S:1:pos:R:3
C 1.013 1.041 1.725
C 0.124 1.076 0.488
F -1.213 0.815 0.909
In 0.391 2.952 -0.715
C 2.592 3.204 -0.906
C 2.999 4.196 -2.001
C 4.290 3.854 -2.753
C 5.527 3.807 -1.847
N 6.245 2.541 -1.835
C 7.600 2.449 -1.844
C 7.948 1.134 -1.782
C 6.746 0.400 -1.736
C 5.715 1.292 -1.765
C -0.382 2.513 -2.749
C -0.723 1.033 -2.859
C -1.353 0.595 -4.164
O -1.707 1.304 -5.073
O -1.496 -0.764 -4.277
P -0.750 4.966 0.364
O -2.195 4.793 0.758
H 1.341 0.032 2.004
H 1.915 1.639 1.574
H 0.482 1.466 2.577
H 0.412 0.241 -0.163
H 3.073 3.442 0.046
H 2.948 2.203 -1.180
H 2.201 4.306 -2.739
H 3.160 5.177 -1.539
H 4.453 4.623 -3.513
H 4.171 2.913 -3.294
H 5.249 4.090 -0.828
H 6.254 4.544 -2.190
H 8.230 3.321 -1.884
H 8.946 0.729 -1.779
H 6.645 -0.672 -1.676
H 4.660 1.092 -1.737
H 0.393 2.748 -3.483
H -1.253 3.115 -3.008
H 0.190 0.433 -2.764
H -1.389 0.716 -2.048
H -1.331 -1.172 -3.419
H 0.026 5.373 1.488
H -0.567 6.122 -0.448
C -5.660 -3.696 2.458
C -4.323 -4.456 2.370
C -3.527 -4.365 3.680
C -2.835 -3.022 3.903
C -1.964 -2.667 2.701
C -2.750 -2.650 1.390
N -3.476 -3.958 1.240
O -2.742 -4.877 0.737
C -3.684 -1.431 1.359
C -1.800 -2.492 0.214
C -4.669 -5.916 2.109
H -5.590 -2.646 2.208
H -6.383 -4.135 1.768
H -6.070 -3.772 3.466
H -2.763 -5.149 3.672
H -4.204 -4.593 4.506
H -3.572 -2.237 4.096
H -2.212 -3.083 4.797
H -1.499 -1.687 2.828
H -1.155 -3.400 2.621
H -4.370 -1.487 0.513
H -3.075 -0.536 1.241
H -4.261 -1.292 2.270
H -1.022 -3.253 0.201
H -1.326 -1.514 0.293
H -2.341 -2.539 -0.733
H -5.125 -6.039 1.127
H -5.387 -6.235 2.868
H -3.796 -6.562 2.162
```

Computed properties:
* E_LUMO (spin up / spin down): 2.42 / 2.39 eV
* 2S+1: 2
* charge: -1

[9]
DFT (the ωB97M-V functional and the def2-TZVPD basis) results for the molecule C5H11N2P in a non-equilibrium geometry.

Structure (XYZ):
```
19
Properties=species:S:1:pos:R:3
C 0.437 1.304 -0.199
C 0.423 -0.232 -0.321
C 1.666 2.102 -0.053
C 1.261 -1.078 0.554
C -1.913 -1.909 -0.304
N -0.735 1.922 -0.290
N -1.555 -0.603 0.141
P -2.082 0.907 -0.257
H 0.381 -0.589 -1.316
H 2.035 2.473 -1.100
H 2.473 1.565 0.392
H 1.505 2.949 0.502
H 1.990 -0.320 0.869
H 1.912 -1.892 0.124
H 0.638 -1.345 1.351
H -1.359 -2.245 -1.255
H -1.827 -2.588 0.629
H -3.009 -1.826 -0.611
H -2.243 1.406 1.142
```

Computed properties:
* SMILES: C/C=C(\C)N=[PH]=NC
* relative energy (zero: lowest compared OMol25 entry of this formula, charge and spin): 71.5 kcal per mole
* E_LUMO: 0.33 eV
* charge: 0

[10]
DFT (the ωB97M-V functional and the def2-TZVPD basis) results for a structure of composition C24H26AlB3Br3Cl4F8MgN4NaO7 in a non-equilibrium geometry.

Structure (XYZ):
```
82
Properties=species:S:1:pos:R:3
C 3.790 1.119 -7.455
C 3.751 0.660 -6.217
C 3.672 0.380 -4.645
C 5.005 0.390 -3.829
C 5.002 0.101 -2.274
Br 6.700 0.100 -1.271
C 3.595 -0.175 -1.612
C 2.232 -0.196 -2.443
N 1.027 -0.459 -1.695
C -0.142 -0.435 -2.538
B -1.585 -0.669 -1.766
N -2.586 -1.686 -2.169
O -1.837 0.176 -0.601
C -0.079 -0.203 -4.077
C -1.476 -0.226 -4.915
C -2.126 1.253 -5.094
C -2.925 1.783 -3.794
C -4.248 0.836 -3.578
N 1.105 0.059 -4.859
C 2.245 0.073 -3.979
H 3.656 1.354 -8.577
H 5.979 0.616 -4.398
H 3.536 -0.366 -0.470
H -2.244 -2.656 -2.076
H -3.428 -1.520 -1.582
H -1.525 -0.318 0.208
H -2.212 -1.019 -4.540
H -1.167 -0.568 -5.992
H -1.304 2.010 -5.393
H -2.925 1.146 -5.957
H -2.280 1.909 -2.854
H -3.328 2.854 -4.064
H -4.485 0.671 -2.453
H -5.207 1.348 -4.028
H -4.175 -0.191 -4.115
Na -4.877 2.943 -3.679
C -2.278 -5.566 0.043
Cl -1.002 -6.631 0.668
Cl -3.797 -6.460 -0.122
Cl -2.517 -4.206 1.161
Cl -1.821 -4.944 -1.556
O -5.727 -4.871 1.905
H -5.369 -5.551 1.330
Al -1.423 1.049 -7.118
C 5.721 3.544 4.516
C 5.937 4.407 3.441
C 6.171 3.892 2.173
C 6.184 2.506 1.989
C 5.977 1.637 3.065
C 5.746 2.163 4.329
N 6.403 1.961 0.658
O 6.598 2.744 -0.257
O 6.373 0.706 0.525
H 5.532 3.951 5.506
H 5.917 5.481 3.596
H 6.337 4.574 1.345
H 5.990 0.560 2.932
H 5.580 1.499 5.171
B -6.055 -2.373 -1.873
F -6.259 -2.067 -3.261
F -5.478 -3.682 -1.750
F -5.159 -1.398 -1.296
F -7.319 -2.337 -1.180
Br -8.592 -4.460 0.142
C -9.397 -6.193 0.510
C -9.986 -6.241 1.899
Br -8.592 -6.427 3.248
H -8.624 -6.944 0.343
H -10.179 -6.309 -0.245
H -10.619 -7.122 2.019
H -10.561 -5.350 2.156
C 5.857 3.359 8.470
O 5.675 3.279 9.707
O 7.110 3.021 8.132
O 5.078 3.692 7.561
H 7.362 2.843 9.066
B 3.147 5.615 11.224
F 2.200 6.569 11.720
F 2.466 4.396 10.881
F 3.795 6.144 10.053
F 4.132 5.346 12.232
Mg 4.408 3.258 -6.383
```

Computed properties:
* relative energy (zero: lowest compared OMol25 entry of this formula, charge and spin): 200.0 kcal per mole
* E_LUMO: -9.77 eV
* charge: +2

[11]
DFT (the ωB97M-V functional and the def2-TZVPD basis) results for a structure of composition C10H33BNO10Y in a non-equilibrium geometry.

Structure (XYZ):
```
56
Properties=species:S:1:pos:R:3
Y 1.981 2.067 1.013
B -1.466 0.848 -0.808
H -0.540 0.982 -1.345
H -2.096 1.682 -1.077
H -1.909 -0.121 -0.980
H -1.374 0.831 0.266
O -1.444 7.208 -4.079
C -1.481 7.474 -2.683
C -0.154 7.338 -1.792
O 0.627 6.129 -1.680
H -2.197 6.727 -2.340
H -1.958 8.442 -2.531
H -0.524 7.681 -0.826
H 0.401 8.238 -2.057
O 4.080 2.708 4.572
C 4.156 1.954 5.737
C 2.961 0.952 6.066
O 2.127 0.566 4.972
H 4.518 2.581 6.553
H 5.011 1.298 5.576
H 2.363 1.460 6.822
H 3.279 0.052 6.592
O 5.260 1.153 -1.590
C 5.917 -0.111 -1.623
C 5.020 -1.379 -1.310
O 4.090 -1.333 -0.280
H 6.672 -0.044 -0.840
H 6.360 -0.247 -2.609
H 5.645 -2.269 -1.234
H 4.433 -1.622 -2.196
C -3.824 -5.048 -0.198
C -2.367 -5.313 -0.074
C -1.603 -5.503 -1.459
O -0.615 -6.534 -1.298
C 0.117 -6.717 -2.474
N -1.909 -4.174 0.697
H -4.102 -4.080 -0.615
H -4.407 -5.137 0.718
H -4.206 -5.845 -0.836
H -2.291 -6.138 0.634
H -1.081 -4.585 -1.728
H -2.343 -5.752 -2.220
H 0.504 -5.772 -2.854
H -0.419 -7.235 -3.270
H 1.081 -7.208 -2.347
H -2.673 -3.965 1.323
H -2.084 -3.411 0.059
O -3.140 2.019 -5.020
H -3.022 2.033 -4.070
H -3.748 1.296 -5.176
O -5.383 0.792 1.791
H -4.977 0.460 2.592
H -4.657 0.877 1.172
O -0.727 4.333 3.174
H -1.278 5.109 3.069
H -0.603 4.253 4.119
```

Computed properties:
* E_LUMO: 5.97 eV
* charge: -4

Calculated total energy (computed, Eh): -384.6183 -898.5294 -1157.1914 -699.4933 -398.6342 -1080.7352 -2225.9935 -1904.6572 -647.8451 -12715.6626 -1270.0668